Record 1
97
Properties=species:S:1:pos:R:3 method="wB97M-V/def2-TZVPD" e_above_lowest_kj_mol=92.02 orbital_gap_ev=9.00 homo_energy_ev=-9.06 total_energy_ha=-2541.97182
C 4.86436 -0.56102 3.32452
O 3.72564 -0.42420 2.46970
C 3.39148 -1.51270 1.61688
C 4.36261 -1.81641 0.46174
C 4.19911 -0.85569 -0.72599
N 4.07867 -3.14686 -0.05914
H 5.20282 0.41611 3.66006
H 5.65909 -0.98599 2.70550
H 4.66305 -1.24392 4.14999
H 3.32146 -2.41026 2.24218
H 2.38385 -1.41097 1.21370
H 5.37400 -1.65205 0.84524
H 3.15939 -0.59833 -0.91929
H 4.60857 -1.32760 -1.62177
H 4.80881 0.04098 -0.60823
H 4.88206 -3.57618 -0.51757
H 3.98499 -3.86957 0.65851
N 4.22899 2.32465 1.31352
C 3.05444 2.68426 0.76441
N 2.84778 4.01036 0.62435
O 2.16793 1.83581 0.60510
H 4.93056 3.00300 1.55383
H 4.34915 1.40422 1.71274
H 3.51602 4.70649 0.89191
H 1.97502 4.26502 0.18565
N -0.26713 0.06082 0.44206
C -0.88619 -0.38563 -0.68445
N -0.15032 -0.30904 -1.80551
O -2.07552 -0.74642 -0.70236
H 0.67176 0.36827 0.26176
H -0.75785 0.21382 1.31275
H 0.84891 -0.23944 -1.72670
H -0.55470 -0.71705 -2.64410
N -0.00384 4.06450 -5.33630
C -0.59072 2.84149 -5.18251
N -0.37150 2.27612 -3.97713
O -1.20900 2.24493 -6.07319
H 0.62485 4.26499 -4.57237
H 0.24111 4.25621 -6.29419
H 0.09645 2.71769 -3.19419
H -0.79969 1.36099 -3.90366
N 0.58586 2.63298 3.24435
C 0.60624 3.55723 4.24077
N 1.75503 4.27344 4.34190
O -0.22869 3.53001 5.14628
H -0.12345 1.92499 3.34598
H 1.37347 2.49453 2.63540
H 2.42391 4.25040 3.59583
H 1.98944 4.56498 5.27328
N 1.94221 -3.10133 -1.82902
C 0.98573 -4.06123 -1.88762
N 1.30411 -5.13681 -1.07514
O 0.00676 -4.06879 -2.61906
H 1.89602 -2.47682 -2.61820
H 2.71612 -3.19979 -1.14160
H 2.19323 -5.24241 -0.63349
H 0.68913 -5.92732 -1.16594
N -4.09092 0.57726 3.49145
C -2.79182 0.33660 3.14285
N -2.28739 -0.78458 3.71517
O -2.17281 1.18861 2.49496
H -4.37076 1.41380 3.00193
H -4.52069 0.19235 4.30958
H -2.89935 -1.48343 4.09174
H -1.38101 -1.04384 3.36054
N -1.90078 -3.76208 1.25417
C -2.39226 -4.06118 2.48822
N -3.63928 -3.56882 2.66407
O -1.76918 -4.57364 3.41798
H -0.94428 -4.04474 1.11240
H -2.37544 -3.26064 0.52650
H -3.98222 -3.68445 3.60430
H -4.29154 -3.28992 1.95052
N -4.85045 -2.28115 -1.22484
C -5.24239 -1.81438 -0.02816
N -4.32765 -1.08028 0.64647
O -6.32254 -2.09631 0.51307
H -5.41577 -2.85672 -1.81851
H -3.94552 -2.02080 -1.58458
H -3.40187 -0.82781 0.28808
H -4.52079 -0.71037 1.56003
N -3.47443 -0.70604 -5.46421
C -2.61817 -0.55295 -4.38718
N -3.33163 -0.22963 -3.27090
O -1.40110 -0.58994 -4.49103
H -4.45582 -0.62846 -5.30249
H -3.04478 -0.65171 -6.37191
H -2.85359 -0.11078 -2.38201
H -4.17950 0.29643 -3.35525
N -0.21053 3.37680 -0.26047
C -0.25963 3.96944 -1.47328
N -1.49603 4.44794 -1.76793
O 0.75076 4.13269 -2.17402
H 0.55053 2.72531 -0.08366
H -0.99614 3.24716 0.35339
H -1.52322 4.83434 -2.70087
H -2.29159 4.39045 -1.16724

Record 2
97
Properties=species:S:1:pos:R:3 method="wB97M-V/def2-TZVPD" e_above_lowest_kj_mol=478.89 orbital_gap_ev=9.37 homo_energy_ev=-9.19 total_energy_ha=-1663.00648
C -6.27166 -9.08140 1.66053
O -5.87141 -8.10813 0.78716
C -7.02907 -7.37441 0.33966
C -6.73899 -6.09690 -0.51580
C -7.95932 -5.24435 -0.84538
N -6.24666 -6.54265 -1.80145
H -7.03560 -9.73348 1.23710
H -6.57471 -8.68776 2.63074
H -5.34431 -9.65040 1.72665
H -7.63142 -8.03536 -0.28357
H -7.57885 -7.13396 1.24961
H -5.97873 -5.59467 0.08243
H -8.27266 -4.71899 0.05679
H -8.86276 -5.81516 -1.05999
H -7.87788 -4.55703 -1.68744
H -5.57535 -7.27317 -1.61234
H -7.00829 -7.03249 -2.24876
C -18.48540 -14.40818 -3.01664
O -19.85875 -14.55148 -3.16742
C -20.40070 -14.48099 -4.45322
C -21.97551 -14.33410 -4.31221
C -22.44272 -15.59221 -3.50185
N -22.72077 -14.35508 -5.52750
H -18.26204 -13.36761 -2.78126
H -18.02198 -14.76496 -3.93645
H -18.31355 -15.10272 -2.19434
H -19.93861 -13.65512 -4.99405
H -20.03249 -15.28466 -5.09091
H -22.26065 -13.47401 -3.70637
H -23.52013 -15.49993 -3.36487
H -22.07024 -15.64654 -2.47892
H -22.24857 -16.50825 -4.05977
H -22.79959 -15.23351 -6.01967
H -22.00773 -13.92590 -6.09977
C -10.14313 -16.69523 1.74216
C -11.04287 -15.47642 1.73383
O -10.60806 -14.62608 0.75096
H -9.09092 -16.50935 1.95758
H -10.15257 -17.12282 0.73958
H -10.57534 -17.46653 2.37964
H -11.13766 -14.96237 2.69031
H -12.06602 -15.69751 1.42991
H -10.90089 -13.71840 0.86054
C -15.02641 -11.42849 3.63389
C -14.66047 -11.10093 2.22668
O -13.36427 -10.57949 2.23551
H -14.85532 -10.60394 4.32594
H -14.43148 -12.25436 4.02387
H -16.09893 -11.59096 3.74076
H -15.41361 -10.42083 1.82875
H -14.78275 -11.95725 1.56346
H -13.20306 -9.84422 2.83133
C -16.19570 -9.10230 11.69410
C -16.16104 -10.43409 10.85570
O -15.52079 -11.36988 11.69639
H -15.16129 -8.80640 11.86894
H -16.57239 -9.00638 12.71244
H -16.71348 -8.35486 11.09299
H -15.55251 -10.42730 9.95141
H -17.12893 -10.83857 10.55958
H -16.17888 -12.05722 11.82321
C -12.27829 -4.78857 5.59074
C -12.20729 -5.87401 6.61121
O -11.49301 -6.88325 5.98579
H -11.25548 -4.52818 5.31836
H -12.66709 -3.84742 5.97955
H -12.96908 -5.04802 4.78851
H -13.07337 -6.34046 7.08070
H -11.51864 -5.60788 7.41313
H -11.11767 -7.43641 6.67480
C -16.96936 -19.05901 3.71648
C -16.97633 -18.22683 4.98819
O -18.30953 -18.12301 5.47224
H -17.24166 -20.09523 3.91699
H -16.07180 -18.96798 3.10476
H -17.70918 -18.61637 3.04952
H -16.49051 -17.25982 4.85791
H -16.29399 -18.67115 5.71282
H -18.34747 -18.68130 6.25229
C -20.46191 -8.08110 -1.58166
C -21.72749 -8.18971 -2.42715
O -22.06904 -6.94744 -2.95596
H -20.58128 -7.34595 -0.78580
H -19.61520 -7.85062 -2.22826
H -20.09015 -9.06994 -1.31311
H -22.51727 -8.63506 -1.82215
H -21.50120 -8.91369 -3.20992
H -22.62617 -7.09297 -3.72410
C -12.30970 -9.82704 -4.32807
C -11.11945 -9.21241 -5.00569
O -11.49001 -8.00147 -5.64629
H -13.01908 -9.13754 -3.87041
H -12.13419 -10.55434 -3.53541
H -12.74768 -10.35320 -5.17626
H -10.77518 -9.88922 -5.78767
H -10.34183 -9.18048 -4.24255
H -12.35553 -8.07209 -6.05555

Record 3
26
Properties=species:S:1:pos:R:3 method="wB97M-V/def2-TZVPD" e_above_lowest_kj_mol=287.72 charge=-1 orbital_gap_ev=9.03 homo_energy_ev=-6.13 total_energy_ha=-687.34253
O -2.05816 1.61301 -1.30261
H 0.43690 0.06392 3.10094
H -1.16395 -2.87014 -0.08916
O 1.66362 -2.07695 -1.55844
H 1.02761 -1.47985 -1.37935
O 1.83398 -0.04077 1.15033
H 0.98774 0.31723 1.18935
H 2.37554 -0.18461 1.93329
O -0.64859 -0.55154 -0.98864
H -0.63537 2.47197 -0.77862
H -1.88831 -0.71436 2.01832
O -1.31722 -2.87999 -1.02221
H -1.64384 0.70053 -1.29867
H 0.27557 -0.60013 -0.95320
O 0.02297 2.49248 -0.04660
H -1.25021 -0.55851 0.53986
H 0.37180 1.60659 0.14181
O 0.93167 0.44341 3.86344
H 1.50055 -0.33166 3.92175
H 1.49998 -2.95442 -1.70942
O 1.06745 2.07631 -2.56156
H 1.25307 1.31776 -1.93542
H 0.62531 2.57635 -1.87023
O -1.44653 -0.05838 1.48763
H -1.21623 -1.84752 -1.31646
H -2.60534 1.46928 -0.53615